This record from OMol25 describes the ion C2H2NO2S2 with charge -1 at a distorted geometry. The level of theory is ωB97M-V/def2-TZVPD.

Values from the calculation:
2S+1   1
Total charge   -1
Energy   -29360.8295 eV

Structure (XYZ):
```
9
C2H2NO2S2 | OMol25 | ωB97M-V/def2-TZVPD
C 0.0132 0.9029 -0.1997
C 1.1823 -0.1393 0.2283
N -1.1715 0.3276 -0.2013
O 0.3243 2.0701 -0.3376
O -2.8500 -1.4378 -0.7844
S 2.8717 0.2713 -0.0965
S -2.3875 -0.5100 0.3042
H 0.8589 -0.2988 1.3734
H 1.1584 -1.1860 -0.2864
```

Listed below, in e, are the natural (NBO) charges computed for each atom: 0.65 -0.66 -0.76 -0.58 -0.90 -0.45 1.30 0.18 0.22